# 1
The following is a DFT calculation (ωB97M-V with the def2-TZVPD basis set) of a cluster of 2 separate species, C2H6N4O4 in total at a distorted geometry.

Energy relative to the best compared isomer or geometry (same formula, charge and spin) in kJ/mol: 112.1
HOMO in eV: -8.256
HOMO-LUMO gap in eV: 7.809
E in Ha: -599.53963
SMILES string: [H]/N=C\[N+](=O)[O-].N/C=[N+](\[O-])O

XYZ file:
```
16
Properties=species:S:1:pos:R:3:forces:R:3:lowdin_charge:R:1
C -0.4494 -0.5104 -1.8861 0.7 -1.2 -1.5 -0.227
C 0.1555 -0.2708 1.7571 1.6 -3.4 -0.3 -0.176
N -1.1224 -1.3653 -1.2791 -1.7 1.3 1.7 0.133
N -0.5724 0.8243 1.8219 -4.0 2.5 1.0 0.099
N -0.6027 0.9627 -1.8240 -1.0 0.4 0.3 -0.381
N 0.9052 -0.6510 0.7397 -1.1 -0.2 1.7 -0.294
O -0.1233 1.7101 -2.6462 0.2 -0.9 0.3 0.115
O 1.6382 -1.8745 0.8964 0.0 0.3 -0.3 0.032
O -1.3343 1.2912 -0.9190 -0.6 1.2 0.5 0.012
O 1.0462 0.0296 -0.2944 1.5 0.7 -1.0 -0.092
H 0.1881 -0.7774 -2.7124 0.4 0.0 -0.1 0.123
H 0.1290 -0.9239 2.6459 0.2 0.3 -0.8 0.154
H -1.7393 -0.8578 -0.5411 1.1 -1.0 -1.5 0.104
H 1.8083 -2.2397 -0.0127 -0.6 1.0 0.9 0.133
H -0.8370 1.4591 1.0187 1.0 -1.5 0.9 0.106
H -1.4250 0.7069 2.4974 2.5 0.5 -1.7 0.160
```
Forces are in eV/Å.

---

# 2
The following is a DFT calculation (ωB97M-V with the def2-TZVPD basis set) of a structure of composition C21H27N3O2S at a distorted geometry.

Energy relative to the best compared isomer or geometry (same formula, charge and spin) in kJ/mol: 2090.5
HOMO in eV: -7.581
HOMO-LUMO gap in eV: 7.980
E in Ha: -1528.63115

XYZ file:
```
54
Properties=species:S:1:pos:R:3:forces:R:3:lowdin_charge:R:1
C 3.4653 0.8640 -0.7773 -0.6 7.6 -3.3 -0.243
O 3.8691 -0.2704 -1.2198 -1.3 -5.4 -2.2 -0.134
C 2.8165 -1.2600 -1.0886 4.3 -4.1 -4.3 -0.178
C 2.5910 -1.6607 0.3112 4.7 -0.6 0.3 -0.243
N 1.5704 -0.8989 0.7058 -6.9 0.3 0.2 -0.023
C 1.3993 -0.3427 1.8529 2.0 3.1 3.4 -0.746
N 0.1983 -0.1025 2.3540 -3.5 3.2 -0.3 -0.092
C -1.1487 -0.4352 1.7451 0.4 -4.0 0.7 -0.130
H -1.8292 -0.5271 2.5934 0.3 0.1 0.4 0.110
H -0.9111 -1.5176 1.5431 -0.9 0.5 -0.5 0.130
C -2.0502 0.2151 0.6458 13.0 6.9 -0.3 -0.023
C -1.1963 0.2901 -0.7426 -0.5 0.6 5.0 -0.025
C -0.2209 1.3994 -1.1457 -8.8 -15.6 -0.8 -0.351
N -0.0131 0.8947 -2.3300 5.8 6.4 -5.3 0.061
C -0.2756 -0.2771 -2.6955 -3.9 -10.5 1.3 -0.134
C -0.0309 -1.3404 -3.6805 6.3 15.3 -1.3 -0.107
C -0.4301 -2.4948 -3.5858 -5.7 -10.0 2.0 -0.160
C -1.2985 -3.0258 -2.5683 -2.2 2.7 2.1 -0.058
C -1.7066 -1.9977 -1.4928 0.1 -12.1 -7.6 -0.025
C -1.1337 -0.9284 -1.4772 7.2 15.8 -3.2 -0.188
H -2.1686 -2.4210 -0.7763 -3.9 -2.5 5.2 0.051
C -1.9836 -4.5295 -2.6606 -9.6 9.2 4.2 0.022
H -2.6680 -4.5054 -3.4890 -0.5 -0.1 -0.2 0.072
H -2.5056 -4.7446 -1.6937 1.0 -0.3 -1.0 0.099
H -1.2104 -4.8590 -2.9188 11.1 -7.1 -3.2 -0.079
H -0.4300 -3.0783 -4.4492 0.9 -1.4 -1.3 0.106
H 0.7134 -0.8475 -4.4996 -1.9 -2.0 1.1 0.162
H 0.4591 1.5451 -2.9893 0.0 -0.8 0.3 0.202
C -0.0717 2.5093 -0.5745 0.0 14.5 2.5 -0.088
H -0.9264 3.0008 0.0503 1.2 -1.5 -0.9 0.133
H 0.0342 3.3901 -1.4274 0.0 -1.7 1.7 0.166
H 0.7940 2.6776 0.0010 1.3 0.0 0.9 0.072
H -2.8844 -0.2021 0.6015 -7.4 -3.3 -0.3 0.026
H -1.8894 1.2880 1.0416 -1.8 -1.1 -0.8 0.115
C 0.0276 0.8878 3.4848 -0.9 1.2 -1.0 -0.074
C -1.1096 2.1099 3.3006 10.8 -1.7 -3.0 -0.220
C -0.5996 3.5129 2.7347 -3.2 -9.6 4.1 0.114
C -1.8837 3.8672 2.9802 7.0 14.3 -6.4 -0.299
C -2.8105 3.1971 3.2950 -9.4 -8.5 3.9 -0.116
O -2.3395 1.8841 3.5268 0.1 1.0 0.6 0.095
H -3.7727 3.2498 3.6654 -1.8 0.9 0.0 0.121
H -2.0647 4.8246 2.5462 -1.1 1.5 0.6 0.129
H 0.4010 3.6348 2.4594 0.8 0.8 -0.3 0.093
H 1.1087 1.1744 3.7793 -2.3 0.0 -0.2 0.015
H -0.5035 0.3066 4.1731 -0.2 -1.0 1.9 0.081
S 2.7460 0.3305 2.7510 0.2 -1.1 -0.8 0.616
H 0.6315 -1.1782 0.3131 1.3 0.5 0.0 0.153
H 3.5164 -1.3986 1.0852 -2.1 -1.0 -2.3 0.161
H 2.3122 -2.6935 0.2962 0.1 -1.0 0.4 0.122
H 1.9468 -1.2467 -1.8161 0.4 1.3 1.3 0.125
H 3.3330 -2.1999 -1.6654 -0.8 1.8 1.5 0.165
H 3.3558 0.9777 0.2045 -0.6 0.0 4.4 -0.027
H 2.4542 1.3957 -1.2312 2.1 -1.5 0.4 0.128
H 4.3230 1.5562 -1.0462 -1.1 0.0 0.3 0.120
```
Forces are in eV/Å.